Entry from the Open Molecules 2025 dataset: a molecular structure, CH5N7 at a distorted geometry (ωB97M-V/def2-TZVPD).

LUMO level (alpha / beta) = 0.5655 / 0.5621 eV
Relative energy (zero: lowest compared OMol25 entry of this formula, charge and spin) = 339.81 kJ/mol
Gap between HOMO and LUMO (alpha / beta) = 0.2845 / 0.2842 hartree
Multiplicity = 1
HOMO level (alpha / beta) = -7.17 / -7.17 eV
E = -11541.1815 eV

Last column: Löwdin charge in e.
Element x y z (Å)
N (1.20, 0.91, 0.65)  -0.0897
N (-0.83, 0.87, -0.29)  0.0055
C (0.51, 1.09, -0.53)  -0.2810
H (1.89, -0.50, 1.75)  0.1133
H (2.18, -1.91, -0.26)  0.1144
N (-2.77, -0.12, -0.06)  0.0177
H (-2.95, 0.69, 0.53)  0.0794
N (1.75, -1.06, -0.40)  -0.0621
N (1.42, -0.43, -1.38)  0.1318
N (-1.44, -0.19, -0.40)  -0.0853
H (0.75, 1.99, -0.91)  0.0593
H (-3.07, -0.97, 0.39)  0.0734
N (1.36, -0.38, 0.90)  -0.0768

***

Entry from the Open Molecules 2025 dataset: 2 unconnected molecules or ions with the total composition CH5NO at a distorted geometry (ωB97M-V/def2-TZVPD).

LUMO level (alpha / beta) = 4.3442 / 4.2927 eV
Relative energy (zero: lowest compared OMol25 entry of this formula, charge and spin) = 31.92 kJ/mol
Net charge = -1
Gap between HOMO and LUMO (alpha / beta) = 0.1308 / 0.2460 hartree
Multiplicity = 2
Expectation value of S² = 0.75
HOMO level (alpha / beta) = 0.78 / -2.40 eV
E = -4653.8436 eV

Last column: Löwdin charge in e.
Element x y z (Å)
H (1.78, -1.30, -2.72)  -0.0160
H (-2.34, 1.14, 1.11)  -0.0540
H (2.24, -1.31, -1.16)  -0.0036
H (-1.70, -0.55, 1.37)  -0.0482
H (0.95, -0.37, -1.68)  -0.0137
O (-0.26, 0.99, 1.11)  -0.3690
N (1.44, -1.23, -1.77)  0.0139
C (-1.43, 0.50, 1.10)  -0.5093